{
  "formula": "C17H24N6O3",
  "method": "the ωB97M-V functional and the def2-TZVPD basis",
  "symbols": ["H", "N", "C", "N", "N", "C", "C", "C", "C", "N", "C", "O", "N", "C", "C", "C", "C", "N", "C", "C", "C", "C", "C", "C", "C", "O", "O", "H", "H", "H", "H", "H", "H", "H", "H", "H", "H", "H", "H", "H", "H", "H", "H", "H", "H", "H", "H", "H", "H", "H"],
  "positions_angstrom": [[-4.5213, 2.6843, 0.1525], [-3.7555, 2.9445, -0.4920], [-2.9240, 1.9836, -0.4638], [-2.6257, 1.2623, 0.7477], [-2.0474, 1.6787, -1.4318], [-2.2035, 2.1853, -2.8107], [-0.9637, 2.9864, -3.3248], [0.4392, 2.4705, -2.9643], [0.9804, 2.0760, -1.4919], [0.7661, 3.1575, -0.6409], [2.4886, 1.5403, -1.5887], [3.4966, 2.1789, -1.9067], [2.5699, 0.1866, -1.2795], [1.9158, -1.0025, -0.7998], [2.0783, -1.2168, 0.8142], [1.4472, -2.4449, 1.3462], [1.8882, -3.7640, 1.2607], [1.4293, -4.4764, 2.2613], [0.6887, -3.7317, 3.0983], [-0.0385, -3.9589, 4.2353], [-0.8209, -2.8991, 4.7729], [-1.0650, -1.6887, 4.0446], [-0.1384, -1.4427, 2.9826], [0.7487, -2.3634, 2.5578], [0.4772, -0.7793, -1.1150], [-0.5389, -0.7737, -0.3685], [0.2254, -0.5257, -2.4701], [-3.5445, 1.0561, 1.1655], [-2.1094, 0.4672, 0.4308], [-1.5218, 0.8374, -1.5177], [-2.4039, 1.1901, -3.4539], [-3.1168, 2.6705, -3.1062], [-1.1898, 2.8498, -4.4313], [-1.0815, 4.0747, -3.1111], [1.0355, 3.2969, -3.2473], [0.8294, 1.7867, -3.6688], [0.4008, 1.2236, -1.0218], [1.3362, 3.0944, 0.2436], [0.8057, 4.0117, -1.0608], [3.4972, -0.0480, -1.2678], [2.2127, -1.9551, -1.3039], [3.1328, -1.2718, 1.1537], [1.7787, -0.3512, 1.3317], [2.5782, -4.2950, 0.5845], [1.6194, -5.5046, 2.3798], [0.1330, -4.7707, 4.8522], [-1.4215, -2.9366, 5.7317], [-1.9185, -0.9449, 4.0597], [-0.2748, -0.4792, 2.5119], [-0.7739, -0.2688, -2.3801]],
  "atomic_forces_ev_per_a": [[0.7553, 0.9361, 0.1135], [-1.5979, -0.5776, -0.9554], [0.9337, -0.1445, 2.6553], [-1.5369, 0.5220, -1.3073], [-0.3793, 1.6262, -3.0120], [0.7583, -2.4345, -1.0481], [-1.9877, -0.9097, -0.5972], [0.5209, 0.0958, 1.1473], [-0.6311, -1.4031, -1.5547], [0.7845, -1.5509, 3.6937], [-1.2279, 0.6928, -0.5223], [-1.9321, -1.1290, 0.7616], [0.8922, 0.1018, -0.2925], [-1.4779, 0.2673, 2.5029], [1.2805, -0.7302, -2.5353], [1.8329, -0.8832, 0.0544], [1.4922, 1.7088, -2.7818], [-0.3077, -4.2750, 2.0539], [-0.3662, 3.2855, -0.2149], [-0.8575, 2.4419, 1.2825], [-1.8233, 0.7676, -0.1347], [1.8220, -0.3568, -1.6824], [-2.9691, 1.7548, 2.1210], [-0.9093, -3.5388, 0.0680], [-4.8676, -0.4392, -0.1968], [3.5414, -0.2324, -1.5924], [-1.7820, -0.0763, 2.1994], [0.9752, -0.3288, 0.1213], [0.0892, -1.1381, 0.7287], [-0.2435, -0.1151, 1.5886], [1.0956, 1.7866, 0.9221], [-0.4197, 0.7352, 1.0287], [1.1035, 0.5760, 0.9412], [0.0563, -0.8735, 0.1330], [1.0854, 1.2092, 0.1139], [-0.1525, -1.4696, -0.6436], [0.8095, 1.2299, -0.8164], [-1.0133, 0.4709, -1.4345], [0.4705, 2.7589, -1.0969], [3.1245, -0.2687, -0.3098], [0.1433, 0.9878, 0.0102], [-0.0700, 0.0692, -1.0397], [-1.1046, 1.1396, 0.3499], [-0.4711, 0.7733, 0.1065], [-0.4064, 1.8486, -0.1937], [0.0150, -1.8942, 0.8929], [0.9773, -0.7793, -1.1565], [1.1804, -1.1517, 1.0231], [0.2896, -0.0050, -0.4675], [2.5053, -1.0807, -1.0275]],
  "lowdin_charge": [0.0411, 0.0952, -0.5850, 0.1178, 0.0355, -0.1821, -0.1620, -0.1249, -0.3055, 0.0733, -0.3571, 0.0591, 0.1126, -0.1666, -0.0558, -0.1948, -0.0728, 0.0574, -0.1979, -0.0312, -0.0853, -0.0701, -0.0505, -0.1504, -0.4039, 0.0507, 0.0573, 0.0921, 0.0263, 0.0527, 0.1455, 0.0937, 0.1233, 0.1158, 0.0928, 0.0915, 0.0974, 0.1275, 0.0421, 0.1038, 0.1773, 0.1347, 0.0972, 0.1372, 0.1972, 0.0777, 0.1104, 0.1157, 0.1010, 0.1432],
  "e_above_lowest_ev": 5.611,
  "smiles": "[H]/N=C(\\N)NCCC[C@H](N)C(=O)N[C@@H](Cc1c[nH]c2ccccc12)C(=O)O",
  "lumo_ev": 0.288,
  "max_force_ev_per_a": 4.891
}

=====

{
  "formula": "C27H28MnN2O6Te",
  "method": "the ωB97M-V functional and the def2-TZVPD basis",
  "symbols": ["Mn", "O", "C", "C", "C", "C", "C", "C", "C", "O", "N", "N", "C", "C", "C", "C", "C", "C", "C", "O", "H", "H", "H", "H", "H", "H", "H", "H", "H", "H", "C", "C", "C", "O", "C", "O", "O", "H", "H", "H", "H", "H", "H", "H", "C", "C", "C", "C", "C", "C", "Te", "C", "C", "C", "H", "H", "H", "H", "H", "H", "H", "H", "H", "H", "H"],
  "positions_angstrom": [[-1.2235, -0.3488, 0.1627], [-1.0216, 0.2147, 4.5439], [-1.0868, 1.5614, 4.4725], [-0.9004, 2.2519, 5.6707], [-0.9567, 3.6288, 5.6943], [-1.1920, 4.3499, 4.5229], [-1.3670, 3.6693, 3.3380], [-1.3185, 2.2721, 3.2863], [-1.4810, 1.5745, 1.9952], [-1.4813, 0.2445, 1.9872], [-1.5278, 2.2871, 0.9144], [-1.5136, 1.4671, -0.2315], [-1.8350, 1.9748, -1.3497], [-1.7705, 1.2280, -2.5952], [-2.1692, 1.8790, -3.7679], [-2.0668, 1.2688, -4.9976], [-1.5332, -0.0207, -5.0600], [-1.1313, -0.6828, -3.9177], [-1.2629, -0.0830, -2.6626], [-0.8684, -0.7720, -1.5926], [-1.2137, -0.1401, 3.6537], [-0.7184, 1.6758, 6.5677], [-0.8227, 4.1501, 6.6339], [-1.2377, 5.4299, 4.5432], [-1.5438, 4.2044, 2.4148], [-2.1247, 3.0228, -1.3539], [-2.5654, 2.8853, -3.6899], [-2.3922, 1.7771, -5.8941], [-1.4279, -0.5112, -6.0199], [-0.7171, -1.6815, -3.9601], [-2.7529, -3.3683, 2.3107], [-2.6151, -2.8254, 0.9078], [-2.8586, -3.8736, -0.1611], [-1.2540, -2.2975, 0.7445], [-3.5841, -1.6537, 0.6604], [-4.7163, -1.7751, 1.0569], [-3.1002, -0.6335, -0.0069], [-2.1088, -4.2403, 2.4499], [-3.7879, -3.6564, 2.4809], [-2.4840, -2.6086, 3.0447], [-2.1545, -4.7041, -0.0522], [-2.7457, -3.4408, -1.1553], [-3.8697, -4.2635, -0.0532], [-0.6189, -3.0115, 0.6260], [6.1904, -0.3150, -3.0275], [4.9887, -0.3275, -2.1220], [4.9815, -1.0809, -0.9560], [3.8967, -1.0802, -0.0868], [3.9561, -1.9197, 1.1637], [2.7838, -0.2944, -0.4181], [1.2681, -0.0736, 0.9922], [2.7467, 0.4504, -1.6087], [1.5627, 1.2901, -1.9947], [3.8614, 0.4203, -2.4368], [6.9581, -1.0037, -2.6780], [6.6294, 0.6832, -3.0739], [5.9192, -0.5968, -4.0460], [5.8458, -1.6889, -0.7118], [4.8160, -2.5873, 1.1316], [3.0618, -2.5324, 1.2865], [4.0433, -1.2991, 2.0585], [0.6334, 0.7840, -1.7461], [1.5654, 1.4968, -3.0644], [1.5679, 2.2497, -1.4699], [3.8452, 1.0000, -3.3538]],
  "atomic_forces_ev_per_a": [[-0.1838, -1.1810, -0.2621], [-0.0355, -0.0382, -0.0673], [0.0015, -0.1187, 0.1149], [-0.0007, 0.1096, -0.0223], [-0.0100, 0.0049, -0.0061], [0.0042, -0.0521, 0.0154], [0.0031, 0.0610, -0.0318], [-0.2102, -0.1990, 0.0654], [0.1894, -0.2248, 0.0226], [0.1476, 0.6207, -0.1573], [0.0305, -0.0338, -0.6735], [-0.1977, 0.5536, 1.1416], [0.0282, 0.0326, -0.4486], [-0.1561, 0.3218, 0.1792], [-0.0119, 0.0357, -0.0437], [0.0282, -0.1031, 0.0321], [0.0233, 0.0249, -0.0447], [-0.0607, 0.0124, -0.1261], [-0.1191, -0.3461, 0.3374], [-0.0472, 0.1792, -0.2147], [0.0263, 0.0549, 0.0403], [-0.0113, -0.0067, -0.0034], [0.0149, 0.0031, -0.0110], [-0.0008, 0.0027, -0.0018], [-0.0083, -0.0161, 0.0206], [0.0207, -0.0199, -0.0783], [0.0108, -0.0103, -0.0043], [0.0206, -0.0010, -0.0104], [-0.0158, -0.0051, 0.0077], [-0.0066, -0.0017, -0.0080], [0.0097, -0.0319, 0.0939], [0.2513, -0.0198, -0.0867], [0.0079, -0.0614, -0.0436], [-0.3175, 0.0974, 0.1785], [0.4860, 0.3672, -0.1588], [-0.3393, 0.0634, -0.1321], [-0.1751, -0.3972, 0.3866], [-0.0065, 0.0043, -0.0016], [0.0031, -0.0125, 0.0014], [-0.0089, 0.0079, -0.0103], [-0.0160, -0.0022, 0.0190], [-0.0051, 0.0110, -0.0022], [0.0057, -0.0036, -0.0274], [-0.0041, 0.1170, -0.0915], [-0.0158, -0.0132, -0.0022], [0.0712, 0.0006, -0.0571], [-0.0215, -0.0794, 0.0769], [0.0822, 0.0051, -0.0735], [0.0218, 0.0303, -0.0149], [-0.0220, 0.0674, -0.1012], [0.1460, 0.0159, 0.2761], [0.0928, -0.0291, -0.0522], [0.0546, 0.0867, 0.0625], [-0.0639, -0.0098, -0.0064], [-0.0080, -0.0015, 0.0054], [-0.0096, 0.0033, 0.0089], [-0.0178, -0.0003, 0.0071], [-0.0031, 0.0076, -0.0091], [0.0064, 0.0178, 0.0053], [0.0118, -0.0073, -0.0258], [-0.0108, 0.0202, -0.0160], [0.2735, 0.0955, 0.0110], [0.0150, -0.0008, -0.0071], [0.0290, -0.0010, 0.0203], [0.0037, -0.0066, 0.0051]],
  "lowdin_charge": [0.5659, 0.0612, -0.2569, -0.0119, -0.0778, -0.0896, -0.0291, -0.0827, -0.4263, -0.2482, 0.1267, -0.0995, -0.0280, -0.1433, -0.0384, -0.0899, -0.0733, -0.0046, -0.3307, -0.1935, 0.0690, 0.1184, 0.1041, 0.0988, 0.1082, 0.1448, 0.1143, 0.0998, 0.1046, 0.1187, 0.0012, -0.4775, 0.0060, -0.1117, -0.5536, 0.1102, -0.0575, 0.0922, 0.0978, 0.0943, 0.0930, 0.0998, 0.1043, 0.1265, -0.0452, -0.2560, -0.0142, -0.3221, -0.1017, -0.4847, 1.4654, -0.2918, -0.0675, -0.0093, 0.0741, 0.0849, 0.0832, 0.1159, 0.0772, 0.0560, 0.0751, 0.0106, 0.0926, 0.0982, 0.1235],
  "e_above_lowest_ev": 0.161,
  "spin_multiplicity": 4,
  "lumo_ev": [-0.062, -2.560],
  "max_force_ev_per_a": 1.284
}

=====

{
  "formula": "C3H7NO2",
  "method": "the ωB97M-V functional and the def2-TZVPD basis",
  "symbols": ["C", "C", "N", "H", "H", "H", "H", "H", "O", "C", "O", "H", "H"],
  "positions_angstrom": [[-1.9017, 1.8685, 0.3247], [-1.4331, 0.7807, -0.3920], [-1.4058, -0.5767, -0.1235], [-2.1743, 2.7191, -0.1740], [-2.0206, 1.6962, 1.3876], [-0.5631, 1.0359, -1.1148], [-2.3369, -0.8774, 0.3188], [-1.0885, -1.1624, -0.9005], [1.4971, -0.2426, -0.9752], [2.0372, -0.8344, -0.0070], [1.2924, -0.8368, 1.1302], [3.0646, -1.3255, -0.1485], [0.4294, -0.3027, 0.7017]],
  "atomic_forces_ev_per_a": [[0.9399, -4.8987, 0.6412], [2.5335, 2.7472, -1.1175], [-2.1991, -0.4169, 1.6258], [0.2698, 2.3504, -0.8136], [-1.1753, 0.2283, 0.0167], [-2.3161, -0.3844, -0.0051], [2.2249, 0.1857, -0.9319], [-0.3334, 0.4345, 0.5217], [2.2121, -1.6349, 1.5492], [-2.3603, 1.7961, -2.0731], [-0.5063, 1.0800, -2.2303], [-1.5675, 0.5131, 1.0429], [2.2778, -2.0003, 1.7740]],
  "lowdin_charge": [-0.0138, -0.3190, 0.0018, 0.0012, 0.0399, 0.1198, 0.1402, 0.1005, -0.0489, -0.3233, -0.0103, 0.1598, 0.1520],
  "e_above_lowest_ev": 3.238,
  "smiles": "C=CN.O=CO",
  "lumo_ev": 0.954,
  "max_force_ev_per_a": 5.029
}